No. 1
A structure of composition C5H11NOS, computed with the ωB97M-V functional and the def2-TZVPD basis.

Properties
Relative energy (zero: lowest compared OMol25 entry of this formula, charge and spin) in eV: 4.313
E_tot in Eh: -725.16639
Orbital gap in eV: 6.9
LUMO level in hartree: -0.0126

```
19
Properties=species:S:1:pos:R:3:forces:R:3:nbo_charge:R:1
H 0.525211 0.587537 1.403436 -0.013 -0.116 0.218 0.184
C -2.527019 -1.667147 -0.329198 0.242 -0.098 0.161 -0.605
H -2.914868 -2.552658 0.167193 -0.166 -0.066 0.003 0.213
C -1.378433 -1.094010 0.483362 -0.112 -0.032 0.045 -0.227
H 1.318281 0.882900 -1.530842 -0.206 -0.110 0.106 0.251
O -0.391154 2.394413 0.124312 1.939 -2.486 0.333 -0.816
C 1.553203 0.468126 -0.547599 0.278 0.384 0.061 -0.494
H -1.716907 -0.874713 1.506579 0.088 0.047 0.034 0.175
C 2.807917 1.106558 0.030483 -0.115 -0.066 0.011 -0.607
H -0.555903 -1.817809 0.533608 -0.085 0.009 0.049 0.193
H -3.324145 -0.934190 -0.430077 -0.120 0.034 0.018 0.212
H 1.713308 -0.608461 -0.689585 -0.156 -0.065 -0.029 0.240
N -0.862365 0.087359 -0.181543 -0.320 0.152 -0.455 -0.654
H 2.599062 2.128851 0.332547 0.030 0.128 0.023 0.225
H 3.163557 0.549282 0.895273 0.068 0.030 0.084 0.204
H 3.595482 1.121404 -0.717253 0.110 0.005 -0.005 0.220
H -2.182580 -1.942324 -1.322175 0.002 0.002 -0.107 0.215
S -1.792590 1.577697 -0.055523 -0.261 -0.678 0.078 0.648
C 0.369938 0.587191 0.327004 -1.204 2.926 -0.630 0.423
```
Forces are in eV/Å.


No. 2
A structure of composition C5H11NOS, computed with the ωB97M-V functional and the def2-TZVPD basis.

Properties
⟨S²⟩: 1.53
Relative energy (zero: lowest compared OMol25 entry of this formula, charge and spin) in eV: 6.373
E_tot in Eh: -724.74418
Orbital gap (spin up / spin down) in eV: 4.5 / 4.3
Spin multiplicity: 2
Charge: +1
LUMO level (spin up / spin down) in hartree: -0.3009 / -0.3079

```
19
Properties=species:S:1:pos:R:3:forces:R:3:nbo_charge:R:1
C -0.193743 0.294397 -1.603332 -0.295 2.977 -0.786 -0.439
S -2.028618 -0.572561 0.401937 1.191 -0.108 -0.597 0.443
C -0.949307 -0.960582 -0.911142 2.269 -1.663 0.639 -0.667
H 3.149804 -0.375953 1.061138 0.762 0.480 0.106 0.403
H 0.864801 -0.678446 1.808751 0.293 -0.101 0.086 0.239
H -5.693448 0.140091 0.032874 1.114 -0.100 0.213 0.043
O 2.543316 -0.359272 -1.142066 0.806 -1.277 -0.500 -0.284
C 0.703449 0.987105 -0.609731 -2.012 -1.981 -1.850 -0.249
N 2.502894 0.414580 1.006814 -1.339 -1.538 -0.711 -0.333
H 0.725086 1.047912 1.909136 0.671 -0.312 0.746 0.231
H -0.019023 -1.714054 -0.743708 -2.051 1.669 0.338 0.283
H 0.220104 1.542289 0.140933 -0.046 0.898 0.661 0.225
C 1.456479 0.226955 2.025056 0.085 0.472 0.595 -0.469
H -4.934034 0.070981 0.179601 -1.146 0.109 -0.220 -0.044
H 1.905618 0.114078 3.064514 -0.511 0.373 -1.405 0.273
H -1.499977 -1.485507 -1.648329 -0.823 -0.384 -0.990 0.268
H -1.030676 0.932346 -2.063762 1.120 -0.579 1.220 0.266
C 1.914360 0.336578 -0.392944 -0.042 2.003 1.880 0.537
H 0.362917 0.039063 -2.515747 -0.046 -0.939 0.573 0.275
```
Forces are in eV/Å.